# 1
This record from the OMol25 dataset describes 2 unconnected molecules or ions with the total composition C28H53N7O6S2. The level of theory is wB97M-V/def2-TZVPD.

Summary:
SMILES   [H]/N=C\C[C@@](N)(O[C@H](COCC)Cc1ccccc1C)[C@](O)(CC(N)(N)N)OCCCCSC(=S)N(CC)CC.C[N+](=O)[O-]
Total energy   -74277.630 eV
E_HOMO   -8.231 eV
Maximum force   0.028 hartree/bohr

```
! RIJCOSX wB97M-V def2-TZVPD def2/J DEFGRID3
* xyz 0 1
C 1.05 -0.77 4.36
C -0.10 0.15 4.12
O -0.93 -0.43 3.14
C -2.25 0.06 3.14
C -2.80 0.06 1.73
C -3.00 -1.38 1.20
C -4.41 -1.79 0.85
C -5.52 -1.21 1.50
C -6.85 -1.60 1.21
C -7.08 -2.60 0.25
C -5.98 -3.21 -0.39
C -4.64 -2.82 -0.10
C -3.53 -3.54 -0.81
O -1.87 0.70 0.85
C -2.15 2.02 0.47
N -2.36 2.80 1.67
C -3.41 2.14 -0.42
C -4.67 2.54 0.28
N -5.71 1.86 0.43
C -0.89 2.52 -0.32
O -1.01 3.93 -0.44
C -0.74 2.08 -1.78
C -0.28 0.66 -2.14
N -1.25 -0.38 -1.87
N 0.99 0.34 -1.49
N -0.12 0.70 -3.59
O 0.20 2.19 0.50
C 1.44 2.83 0.20
C 2.63 1.93 0.52
C 3.46 2.39 1.70
C 4.37 1.28 2.23
S 5.93 1.35 1.32
C 6.38 -0.38 1.34
S 7.40 -0.95 2.46
N 5.84 -1.10 0.26
C 5.67 -2.54 0.48
C 4.75 -2.86 1.62
C 6.61 -0.82 -0.97
C 6.09 0.38 -1.77
H 0.69 -1.71 4.76
H 1.78 -0.33 5.03
H 1.51 -0.99 3.41
H -0.67 0.31 5.04
H 0.25 1.12 3.75
H -2.28 1.07 3.54
H -2.86 -0.60 3.75
H -3.74 0.58 1.75
H -2.62 -2.09 1.93
H -2.37 -1.50 0.33
H -5.37 -0.44 2.24
H -7.65 -1.11 1.72
H -8.08 -2.90 0.01
H -6.16 -3.98 -1.11
H -3.90 -4.01 -1.71
H -3.14 -4.34 -0.18
H -2.68 -2.91 -1.06
H -1.50 2.78 2.22
H -2.58 3.76 1.46
H -3.60 1.21 -0.95
H -3.21 2.90 -1.16
H -4.70 3.54 0.68
H -5.60 0.93 0.03
H -0.90 4.30 0.44
H -1.67 2.24 -2.31
H -0.03 2.76 -2.23
H -2.20 -0.04 -1.89
H -1.06 -0.82 -0.99
H 0.88 -0.12 -0.60
H 1.56 -0.20 -2.11
H 0.61 1.37 -3.82
H 0.17 -0.22 -3.90
H 1.46 3.18 -0.82
H 1.51 3.71 0.83
H 2.22 0.95 0.77
H 3.24 1.79 -0.36
H 2.81 2.73 2.50
H 4.11 3.20 1.38
H 3.92 0.30 2.08
H 4.58 1.38 3.29
H 5.23 -2.92 -0.43
H 6.63 -3.05 0.60
H 3.89 -2.21 1.57
H 4.42 -3.89 1.54
H 5.23 -2.74 2.58
H 6.57 -1.71 -1.58
H 7.66 -0.66 -0.72
H 6.00 0.13 -2.82
H 6.76 1.23 -1.69
H 5.13 0.68 -1.40
C -0.84 -1.13 -6.75
N 0.59 -1.53 -6.73
O 1.15 -1.70 -7.78
O 1.10 -1.67 -5.63
H -1.16 -1.04 -7.78
H -1.40 -1.89 -6.22
H -0.91 -0.18 -6.22
*
```

***

# 2
This record from the OMol25 dataset describes a gas-phase ion, C10H20P (charge +1). The level of theory is wB97M-V/def2-TZVPD.

Summary:
Energy above the lowest of the compared OMol25 structures with the same formula, charge and spin   35.3 kcal per mole
Total energy   -19974.768 eV
E_HOMO   -13.617 eV
Maximum force   0.082 hartree/bohr

```
! RIJCOSX wB97M-V def2-TZVPD def2/J DEFGRID3
* xyz 1 1
C -2.13 1.48 -0.60
C -1.89 0.33 0.37
C -0.81 2.13 -0.99
C -1.22 -0.86 -0.32
C 0.29 1.12 -1.30
C 0.04 -0.34 -1.12
C -0.25 -3.14 0.50
C 3.20 0.24 -0.54
C 1.21 1.16 1.68
C -0.89 -1.82 0.82
P 1.43 0.34 0.04
H -2.49 1.06 -1.56
H -2.91 2.30 -0.26
H -1.25 0.51 1.24
H -2.75 0.01 0.73
H -0.84 2.92 -1.74
H -0.35 2.78 -0.15
H -1.96 -1.40 -0.89
H 0.89 1.21 -2.23
H 0.45 -0.90 -1.96
H -0.92 -3.90 -0.05
H 0.07 -3.53 1.44
H 0.70 -2.94 -0.09
H 3.86 0.78 0.10
H 3.12 0.46 -1.56
H 3.62 -0.82 -0.43
H 1.81 0.62 2.41
H 0.23 1.32 2.05
H 1.61 2.19 1.48
H -0.07 -1.36 1.44
H -1.79 -1.95 1.50
*
```

***

# 3
This record from the OMol25 dataset describes 2 unconnected molecules or ions with the total composition CHF2O2S. The level of theory is wB97M-V/def2-TZVPD.

Summary:
Energy above the lowest of the compared OMol25 structures with the same formula, charge and spin   46.9 kcal per mole
Total energy   -21416.835 eV
E_HOMO (spin up / spin down)   -2.569 / -2.568 eV
Maximum force   0.061 hartree/bohr

```
! RIJCOSX wB97M-V def2-TZVPD def2/J DEFGRID3
* xyz -1 1
C -0.22 -1.29 -1.38
O -0.88 2.30 0.93
O 1.26 1.39 1.36
F -0.51 -2.22 -0.35
F -0.44 -0.09 -0.62
S -0.18 1.10 1.36
H 0.97 -1.19 -1.32
*
```

***

# 4
This record from the OMol25 dataset describes 2 unconnected molecules or ions with the total composition C6H13N. The level of theory is wB97M-V/def2-TZVPD.

Summary:
Energy above the lowest of the compared OMol25 structures with the same formula, charge and spin   197.0 kcal per mole
Total energy   -7914.291 eV
E_HOMO   -6.775 eV
Maximum force   0.082 hartree/bohr

```
! RIJCOSX wB97M-V def2-TZVPD def2/J DEFGRID3
* xyz 0 1
C 2.31 0.51 -0.45
C 0.94 -0.13 -0.61
C 0.40 -0.90 0.67
C -0.32 0.27 -0.02
C -0.36 1.49 0.75
C -2.60 -0.61 0.07
N -1.56 -0.03 -0.78
H 2.43 1.44 -1.01
H 2.40 0.85 0.60
H 3.02 -0.29 -0.60
H 0.78 -0.50 -1.62
H 2.37 -1.91 -0.94
H 0.76 -0.60 1.64
H 0.26 -1.95 0.47
H -0.17 1.48 1.82
H -0.19 2.39 0.16
H -2.74 -0.13 1.05
H -2.32 -1.64 0.31
H -3.55 -0.66 -0.48
H -1.86 0.91 -1.01
*
```

***

# 5
This record from the OMol25 dataset describes a molecular structure, C44H48N3O2RuS2Te. The level of theory is wB97M-V/def2-TZVPD.

Summary:
Energy above the lowest of the compared OMol25 structures with the same formula, charge and spin   0.0 kcal per mole
Total energy   -86515.997 eV
E_HOMO (spin up / spin down)   -5.944 / -7.407 eV
Maximum force   0.003 hartree/bohr

```
! RIJCOSX wB97M-V def2-TZVPD def2/J DEFGRID3
* xyz 0 6
Ru 0.51 1.21 0.24
C -3.81 1.39 0.29
C -3.26 2.79 0.23
C -3.99 3.80 -0.39
C -3.53 5.11 -0.38
C -2.35 5.42 0.27
C -1.60 4.44 0.90
C -0.37 4.79 1.69
C -2.04 3.11 0.84
N -1.21 2.09 1.35
C -1.51 1.46 2.50
C -2.58 1.96 3.42
C -0.76 0.31 2.83
C -1.04 -0.39 4.14
N 0.16 -0.11 1.96
C 0.82 -1.35 2.19
C 2.02 -1.44 2.90
C 2.57 -0.26 3.66
C 2.67 -2.67 2.98
C 2.12 -3.80 2.41
C 0.89 -3.72 1.77
C 0.23 -2.51 1.66
C -1.13 -2.42 1.02
H -4.56 1.23 -0.47
H -4.28 1.21 1.26
H -3.02 0.65 0.18
H -4.92 3.55 -0.87
H -4.10 5.88 -0.88
H -2.01 6.45 0.31
H -0.06 5.82 1.48
H 0.47 4.12 1.47
H -0.56 4.70 2.76
H -3.05 2.85 3.03
H -2.16 2.20 4.40
H -3.35 1.20 3.59
H -2.09 -0.66 4.23
H -0.79 0.25 4.99
H -0.45 -1.31 4.22
H 2.05 0.66 3.41
H 3.63 -0.12 3.47
H 2.45 -0.44 4.74
H 3.61 -2.73 3.51
H 2.64 -4.75 2.48
H 0.43 -4.62 1.36
H -1.38 -3.35 0.51
H -1.16 -1.59 0.31
H -1.90 -2.22 1.77
O 1.42 -0.71 -0.88
S 2.40 -1.83 -0.65
C 1.82 -3.12 -1.81
C 1.14 -2.48 -3.03
C -0.35 -2.24 -2.77
C -0.94 -1.11 -3.61
S -1.78 0.17 -2.59
O -1.20 0.06 -1.21
C -3.39 -0.59 -2.52
C -4.38 -0.09 -3.35
C -5.65 -0.65 -3.30
C -5.92 -1.69 -2.42
C -4.92 -2.17 -1.58
C -3.64 -1.63 -1.63
C 3.89 -1.39 -1.53
C 4.97 -2.26 -1.45
C 6.16 -1.94 -2.08
C 6.26 -0.74 -2.78
C 5.19 0.13 -2.83
C 3.99 -0.18 -2.20
H 1.12 -3.72 -1.23
H 2.68 -3.73 -2.06
H 1.29 -3.11 -3.91
H 1.63 -1.52 -3.24
H -0.46 -1.96 -1.72
H -0.91 -3.16 -2.93
H -1.68 -1.44 -4.34
H -0.16 -0.57 -4.16
H -4.17 0.74 -4.01
H -6.44 -0.27 -3.93
H -6.91 -2.12 -2.37
H -5.13 -2.97 -0.89
H -2.86 -1.97 -0.96
H 4.89 -3.18 -0.88
H 7.00 -2.62 -2.03
H 7.19 -0.48 -3.27
H 5.29 1.07 -3.36
H 3.15 0.50 -2.21
Te 2.78 1.99 0.95
C 0.39 2.77 -1.20
C 1.40 2.76 -2.28
C 1.21 2.04 -3.47
C 2.14 2.03 -4.48
C 3.33 2.75 -4.34
C 3.54 3.49 -3.17
C 2.59 3.50 -2.17
C 4.32 2.73 -5.37
N 5.13 2.69 -6.19
H -0.62 2.67 -1.61
H 0.44 3.72 -0.66
H 0.27 1.52 -3.60
H 1.96 1.47 -5.39
H 4.45 4.07 -3.07
H 2.77 4.09 -1.28
*
```

***

# 6
This record from the OMol25 dataset describes 6 unconnected molecules or ions with the total composition C16H28Cl8O6. The level of theory is wB97M-V/def2-TZVPD.

Summary:
SMILES   C[C@H]1COC(=O)O1.C[C@H]1COC(=O)O1.ClCCCl.ClCCCl.ClCCCl.ClCCCl
Energy above the lowest of the compared OMol25 structures with the same formula, charge and spin   10.5 kcal per mole
Total energy   -129509.842 eV
E_HOMO   -10.619 eV
Maximum force   0.056 hartree/bohr

```
! RIJCOSX wB97M-V def2-TZVPD def2/J DEFGRID3
* xyz 0 1
C -1.50 2.02 2.61
C -2.63 2.58 3.44
C -2.48 2.86 4.95
O -2.54 4.26 5.02
C -2.88 4.79 3.80
O -3.20 5.93 3.53
O -2.84 3.88 2.89
H -1.29 1.00 2.94
H -0.47 2.38 2.69
H -1.74 1.99 1.55
H -3.49 1.93 3.31
H -1.54 2.46 5.32
H -3.27 2.38 5.52
C 2.87 -2.41 -3.60
C 1.75 -3.40 -4.04
C 1.18 -3.16 -5.41
O 1.57 -4.22 -6.18
C 2.23 -5.19 -5.47
O 2.68 -6.21 -5.94
O 2.52 -4.61 -4.28
H 3.26 -2.92 -2.72
H 2.27 -1.54 -3.31
H 3.54 -2.08 -4.39
H 0.93 -3.52 -3.34
H 1.45 -2.17 -5.80
H 0.10 -3.07 -5.26
Cl 0.68 -4.88 5.95
C 0.61 -3.75 4.59
C 1.68 -4.19 3.49
Cl 1.36 -5.87 2.93
H 0.95 -2.82 5.05
H -0.41 -3.67 4.22
H 2.74 -4.05 3.72
H 1.57 -3.64 2.55
Cl 0.40 -1.11 2.19
C 0.28 -0.33 0.64
C 1.55 -0.58 -0.20
Cl 2.02 -2.31 -0.48
H 0.31 0.75 0.77
H -0.68 -0.58 0.18
H 2.43 -0.23 0.32
H 1.35 -0.06 -1.14
Cl 0.46 7.60 2.41
C 0.79 6.28 1.31
C 0.80 4.89 1.99
Cl 0.90 3.61 0.68
H 1.67 6.56 0.72
H 0.00 6.22 0.56
H -0.02 4.64 2.65
H 1.61 4.85 2.72
Cl -0.79 0.28 -3.20
C -2.26 -0.56 -3.82
C -2.90 0.15 -5.01
Cl -1.71 0.39 -6.30
H -2.86 -0.82 -2.95
H -1.97 -1.50 -4.29
H -3.27 1.12 -4.69
H -3.79 -0.35 -5.39
*
```

***

# 7
This record from the OMol25 dataset describes 2 unconnected molecules or ions with the total composition C3H3ClO. The level of theory is wB97M-V/def2-TZVPD.

Summary:
Energy above the lowest of the compared OMol25 structures with the same formula, charge and spin   15.8 kcal per mole
Total energy   -17727.763 eV
E_HOMO   -9.574 eV
Maximum force   0.111 hartree/bohr

```
! RIJCOSX wB97M-V def2-TZVPD def2/J DEFGRID3
* xyz 0 1
C -1.44 2.10 0.14
C -0.08 0.09 0.65
C -0.58 -0.71 -0.31
O -2.44 1.76 -0.29
Cl -1.91 -1.75 -0.05
H 0.70 0.70 0.70
H -0.57 -0.05 1.59
H -0.39 -0.52 -1.34
*
```

***

# 8
This record from the OMol25 dataset describes a molecular structure, C39H53N8Ti. The level of theory is wB97M-V/def2-TZVPD.

Summary:
Energy above the lowest of the compared OMol25 structures with the same formula, charge and spin   2.8 kcal per mole
Total energy   -76340.494 eV
E_HOMO (spin up / spin down)   -6.987 / -7.230 eV
Maximum force   0.016 hartree/bohr

```
! RIJCOSX wB97M-V def2-TZVPD def2/J DEFGRID3
* xyz 0 2
Ti 0.49 0.86 1.27
C 0.28 0.11 3.64
C -0.64 1.16 3.42
C 0.11 2.34 3.12
C 1.48 2.00 3.14
C 1.59 0.62 3.47
C 2.83 -0.12 3.89
C 2.64 2.96 3.11
C -0.51 3.70 3.06
C -2.11 1.12 3.67
C 0.00 -1.24 4.23
H 2.88 -1.14 3.50
H 2.83 -0.21 4.98
H 3.74 0.41 3.60
H 3.52 2.54 2.63
H 2.93 3.23 4.13
H 2.38 3.88 2.59
H -0.96 3.94 4.03
H -1.29 3.76 2.31
H 0.24 4.48 2.86
H -2.69 1.42 2.80
H -2.36 1.80 4.49
H -2.43 0.12 3.97
H 0.63 -2.01 3.80
H -1.03 -1.55 4.09
H 0.20 -1.20 5.31
N 2.66 0.10 0.88
C 3.00 -0.75 -0.20
C 4.06 -0.45 -1.04
C 4.39 -1.29 -2.09
C 3.66 -2.44 -2.29
C 2.61 -2.75 -1.44
C 2.26 -1.92 -0.37
C 1.11 -2.29 0.52
C 0.93 -3.66 0.79
C -0.22 -4.12 1.40
C -1.24 -3.21 1.67
C -1.02 -1.86 1.47
C 0.18 -1.33 0.97
H 3.38 0.80 1.03
H 2.61 -0.46 1.72
H 4.65 0.45 -0.85
H 5.22 -1.04 -2.74
H 3.89 -3.10 -3.12
H 2.02 -3.64 -1.62
H 1.70 -4.36 0.51
H -0.34 -5.17 1.61
H -2.18 -3.56 2.09
H -1.81 -1.16 1.74
C 0.58 4.21 -0.05
N 1.15 2.88 -0.26
C 2.61 2.96 -0.42
C 0.52 2.12 -1.31
N 0.45 0.86 -1.07
C 0.28 0.01 -2.20
C 1.29 0.03 -3.16
C 1.18 -0.65 -4.36
C 0.01 -1.36 -4.62
C -0.99 -1.39 -3.68
C -0.88 -0.75 -2.43
N -1.92 -0.68 -1.52
C -2.78 -1.62 -1.35
N -2.63 -2.96 -1.66
C -3.72 -3.73 -2.24
C -1.34 -3.60 -1.72
N -3.98 -1.32 -0.74
C -4.59 -2.22 0.21
C -4.43 0.05 -0.66
N -0.01 2.77 -2.38
C -1.25 2.29 -2.97
C 0.68 3.80 -3.11
H 1.05 4.65 0.83
H -0.49 4.13 0.12
H 0.76 4.87 -0.90
H 3.08 3.12 0.55
H 2.90 3.79 -1.06
H 2.98 2.03 -0.86
H 2.18 0.60 -2.94
H 1.99 -0.62 -5.08
H -0.12 -1.87 -5.57
H -1.92 -1.91 -3.90
H -4.62 -3.12 -2.31
H -3.93 -4.62 -1.64
H -3.44 -4.06 -3.25
H -0.60 -2.99 -1.22
H -1.02 -3.77 -2.75
H -1.40 -4.56 -1.21
H -4.00 -3.12 0.33
H -5.61 -2.50 -0.09
H -4.66 -1.72 1.19
H -4.27 0.46 0.34
H -5.50 0.10 -0.90
H -3.87 0.67 -1.35
H -1.77 1.65 -2.27
H -1.07 1.74 -3.91
H -1.88 3.16 -3.19
H 1.65 4.01 -2.67
H 0.10 4.73 -3.14
H 0.85 3.47 -4.14
N -2.37 2.41 0.28
C -1.49 1.76 0.67
*
```